15
Properties=species:S:1:pos:R:3:forces:R:3:mulliken_charge:R:1 method="wB97M-V/def2-TZVPD" s_squared=15.762 e_lumo_ha="-0.2458 / -0.2387" total_charge=+1 multiplicity=8 orbital_gap_ha="0.1619 / 0.1702" relative_energy_kj_mol=242.4
H -0.578399 -1.997837 0.222892 0.07 0.38 -0.29 0.0824
C 0.370396 -0.019704 -0.767855 3.23 -0.19 -0.72 -0.3841
C 1.650038 0.440133 0.202505 2.28 5.35 3.72 0.2461
H -0.012878 0.850440 -1.457570 1.48 -0.56 3.09 -0.1466
H 3.524742 0.156149 0.864745 -1.72 -0.93 -0.65 0.3824
P -0.996806 -0.614656 0.480786 -1.09 -3.33 2.28 -0.1743
Eu -0.537069 0.582931 -3.337069 -0.71 -0.54 -0.22 1.5868
H -1.982628 -1.098785 1.453082 0.23 0.05 -0.63 0.1525
S -1.643973 1.395461 0.847175 -0.91 2.42 -0.33 -0.3501
H 0.674795 -0.982670 -1.404032 -0.44 1.75 0.95 0.4581
H -1.917794 -0.746359 -0.624860 -0.43 0.20 -1.45 -0.1179
O 1.668820 1.607876 0.890821 -0.62 -7.36 -4.93 -0.5041
H -3.037069 1.453537 0.681011 1.36 -0.74 0.09 0.1560
H -0.016969 -0.588901 1.536850 -0.01 0.70 -0.06 0.0702
O 2.834795 -0.437617 0.411520 -2.73 2.79 -0.86 -0.4574

---

83
Properties=species:S:1:pos:R:3:forces:R:3:mulliken_charge:R:1 method="wB97M-V/def2-TZVPD" s_squared=2.002 e_lumo_ha="-0.0019 / -0.1589" multiplicity=3 orbital_gap_ha="0.3303 / 0.1919"
C 3.271132 -2.056294 -0.953835 0.43 -0.37 0.14 -0.4127
C 3.413388 0.936348 -4.148266 -0.71 -0.90 -0.20 -0.6731
C -3.500724 2.343855 -2.760809 -0.34 -2.97 2.40 0.7950
H 3.559349 -3.602520 2.801286 0.19 -0.38 -0.18 0.5210
H -1.725932 -8.077173 4.058034 0.15 -0.17 0.15 0.2646
H 1.909229 -1.713721 1.067211 -0.42 0.22 0.38 -0.5110
O 0.638165 0.718901 -1.914487 -0.27 0.97 -2.00 -0.7278
H -1.461337 -1.550207 3.288990 0.20 -0.33 0.10 0.3909
H -2.421945 1.664123 -6.323634 0.36 0.03 0.03 0.3391
C 0.288642 -6.026306 2.493588 -0.82 -0.54 1.71 -0.3432
C 0.137857 4.179417 -0.445966 -0.42 1.61 -0.78 -1.6203
H -0.812456 1.947344 -4.493850 -0.21 0.45 -0.06 0.3239
H -1.994707 -7.210245 2.613192 0.15 0.04 -0.57 0.3067
O -3.900824 3.546132 -2.295319 -1.81 -0.15 0.03 -0.2929
H -5.990158 3.570250 1.973373 0.31 0.47 -0.46 0.2399
H 1.864009 0.188280 -3.280427 -0.45 -0.23 0.17 0.4885
H 0.605068 -6.595076 1.619244 -0.04 -0.24 -0.04 0.3409
H -1.769786 -0.769383 1.784006 0.19 0.44 0.06 0.0818
O -3.985377 3.702799 1.423490 0.55 1.90 -1.34 -0.3645
C -2.525520 1.025992 -5.446045 -0.57 0.33 0.18 -1.3209
C 1.952405 3.200933 2.423072 -1.04 -1.38 -0.31 -0.3064
H 3.685833 1.076586 -5.194305 -0.16 0.07 0.04 0.3307
C -5.221556 3.632101 -1.657404 0.28 -1.10 0.80 -0.7396
O 2.323267 -0.051136 -4.088735 1.51 1.25 -0.05 -0.5359
H 1.432218 1.371754 1.710460 0.05 0.44 -0.28 0.4740
H -1.184471 2.512518 -0.914464 0.22 0.05 -0.13 -0.1012
C 1.389047 -5.144376 3.035431 -0.10 -1.25 -0.34 -0.6610
H -0.804189 -8.609094 2.661767 -0.20 0.02 -0.46 0.2796
H 0.324353 4.905998 0.344855 0.14 -0.37 0.33 0.4346
H 2.342246 -2.548341 3.398619 -0.48 -0.15 0.15 0.4035
O -2.414370 2.586546 -3.464049 -0.68 1.71 -0.58 -0.2988
H -1.540577 0.794085 -3.493832 -0.29 -0.38 -0.11 0.0506
O -0.188237 -6.884273 3.584576 1.10 1.21 -1.18 -0.3377
H 1.707160 -4.389908 1.164241 0.42 -0.06 -0.06 0.1672
H 2.202656 3.528059 3.432250 0.09 0.15 -0.23 0.3066
H -5.064593 2.089855 1.966240 0.09 -0.11 0.57 0.3615
N 1.572965 -4.070094 2.112814 -0.33 1.80 0.53 -0.1944
C -5.002450 3.157237 2.178212 -0.56 -0.99 1.04 -0.7558
N 0.335382 0.256174 -0.844613 2.13 -0.39 1.05 0.7996
O 3.969524 1.303884 0.195400 0.98 -1.03 0.40 -0.4970
H -0.196869 4.820886 -1.261186 -0.06 -0.12 -0.34 0.4468
C 4.324530 2.399917 -0.609814 -1.09 0.19 -0.05 -0.2597
H 2.316241 -5.714120 3.097192 0.13 -0.24 0.54 0.3529
H -0.520398 2.584141 0.735469 0.35 -0.58 -0.35 -0.1685
H -0.542791 -5.366917 2.244524 -0.20 -0.01 -0.39 0.1709
C -0.900373 3.175734 -0.097445 0.47 -2.14 1.22 1.2166
O -3.896294 1.201004 -2.406892 0.51 3.71 -1.48 -0.6302
O 3.403341 -2.773062 0.264257 -0.33 -0.31 0.55 -0.4782
H 5.307295 2.811964 -0.380728 -0.15 -0.20 0.37 0.2701
H -0.175969 -0.579430 2.543382 0.34 -0.37 -0.47 0.2125
C -1.797170 1.585297 -4.198271 0.98 -2.40 -0.59 0.1512
H 4.302594 2.142748 -1.668821 0.04 0.07 -0.14 -0.0389
Cu -1.663091 -2.614245 -0.373101 1.36 1.10 1.04 -0.4076
H 1.053451 3.694910 2.054312 0.30 0.73 0.09 0.0825
H -2.209984 0.011578 -5.689970 0.54 0.17 0.07 0.3507
H 3.988412 -1.236355 -0.989973 0.14 0.03 -0.16 0.2329
H 0.059992 -2.882248 1.972138 1.28 -1.40 -0.28 0.3989
H 3.121006 1.884881 -3.697819 -0.21 0.07 -0.17 0.2517
H 3.074698 1.056058 -0.048445 -0.35 -0.10 0.03 0.1994
H 3.466900 -1.266018 1.692583 0.23 -0.09 0.37 0.4535
O -2.903106 1.731692 1.115728 -0.17 1.67 0.21 -0.6862
C 2.853958 -2.125752 1.421932 -0.03 0.28 -1.57 0.4177
C 2.619371 -3.128617 2.518504 0.35 0.44 -0.46 -1.0390
H 1.069469 3.715669 -0.770211 -0.13 -0.22 0.22 0.1370
H -5.329154 4.551580 -1.081999 0.50 0.23 -0.64 0.3001
H -6.080069 3.461306 -2.306924 0.45 0.36 -0.63 0.3474
O -0.486709 -0.655295 -0.755897 -2.03 -1.51 0.11 0.1733
H 3.460249 -2.808982 -1.719219 0.17 0.33 -0.18 0.3680
H -4.729983 3.435659 3.196216 -0.47 -0.69 0.36 0.2966
H 3.512795 3.088480 -0.375130 0.44 1.05 -0.63 0.0910
C -2.970035 2.961925 1.025217 -0.01 -3.51 -0.24 0.9120
H 2.777543 3.321657 1.721163 0.12 0.12 0.15 0.0960
O 1.560000 1.823712 2.547715 0.45 -0.05 0.99 -0.6014
H -3.604465 0.899680 -5.356484 -0.11 0.22 0.64 0.3704
C -0.987299 -1.279902 2.345426 -1.55 0.51 -0.18 -0.4077
C -1.210018 -7.730221 3.162739 -0.53 -0.46 0.80 -0.7404
O -0.697226 -2.455550 1.564505 -1.12 0.90 -0.41 -0.0606
H -5.341937 2.851019 -0.906729 0.44 -0.27 -0.01 0.2622
O -2.082278 3.705268 0.453074 -0.40 2.98 -0.38 -0.4396
H 2.286289 -1.630849 -1.146645 -0.37 -0.09 0.33 -0.0162
H 4.309830 0.605559 -3.623782 -0.01 -0.31 0.12 0.2475
O 0.985194 0.607823 0.156141 -0.21 -0.05 0.64 -0.1431
H 1.057371 -4.823609 4.022950 0.27 0.30 -0.01 0.3014

---

21
Properties=species:S:1:pos:R:3:forces:R:3:mulliken_charge:R:1 method="wB97M-V/def2-TZVPD" e_lumo_ha=0.0401 multiplicity=1 orbital_gap_ha=0.3661 relative_energy_kj_mol=206.4 smiles="C=CCC(=C)C.C"
H 2.059563 -1.812091 0.925439 -0.90 0.13 -0.17 0.2832
C -1.809409 -0.926210 0.761691 -1.14 -0.09 0.00 -1.0720
C 0.259616 0.666195 -1.015853 0.13 0.30 -0.43 0.9134
C 1.199662 -1.426540 1.504209 0.34 -0.20 0.50 -0.7576
H 0.781464 -1.344115 -1.377125 0.05 0.18 0.13 0.3507
H -1.906017 -1.832268 0.165867 0.25 0.08 0.10 0.3344
H -1.999925 -1.011861 1.824585 0.07 -0.04 -0.02 0.3170
C 1.101128 -0.352791 -1.061105 0.29 0.15 -0.77 -1.2682
H -1.703457 1.329245 -1.701189 0.15 -0.15 0.19 0.3071
C -1.638960 0.254557 0.194566 -0.41 0.30 0.01 0.1141
H 1.626373 2.101683 -0.107607 -0.11 -0.08 -0.13 0.3712
H 2.155181 -0.215752 -0.845543 -0.09 -0.05 0.02 0.3943
H 1.014488 -2.144655 2.289426 0.18 -0.13 0.61 0.3551
C 0.673290 2.067905 -0.644004 0.11 -0.07 -0.11 -1.2885
H 0.782133 2.629940 -1.573548 0.02 0.22 0.05 0.2992
H -1.601968 1.154920 0.808387 -0.08 -0.21 0.04 0.2284
H -1.434882 -0.424446 -1.848739 0.12 0.16 0.21 0.3380
H 0.211992 -1.283742 1.041563 1.13 -0.17 -0.34 -0.0691
H -0.077274 2.583735 -0.036133 0.07 -0.12 -0.08 0.3066
C -1.223137 0.458863 -1.231430 0.03 -0.09 0.07 -0.7182
H 1.530132 -0.472575 1.926535 -0.19 -0.12 0.11 0.2608

---

16
Properties=species:S:1:pos:R:3:forces:R:3:mulliken_charge:R:1 method="wB97M-V/def2-TZVPD" e_lumo_ha=-0.1381 total_charge=+1 multiplicity=1 orbital_gap_ha=0.3718 relative_energy_kj_mol=47.2
H 1.139770 -0.703127 0.863794 0.15 0.56 -0.02 0.2048
O 3.158638 1.099531 0.801969 0.17 -0.10 -1.18 -0.5206
H -2.552691 -2.515073 -0.182699 1.38 1.13 2.69 0.4084
H -1.376512 -2.914757 1.042213 -0.73 1.88 -0.85 0.3743
H -2.677940 -2.023927 1.487196 -0.38 0.03 -0.12 0.3752
H 1.878079 2.990121 -0.696307 -0.45 -0.31 -0.18 0.2946
N -2.014693 -2.108237 0.718930 -2.65 -6.33 -0.51 -0.6245
O 0.213481 1.757329 -0.938767 -1.10 -0.14 -0.71 -0.3162
N 1.127863 0.182095 0.365824 -1.98 -0.22 -1.30 -0.0443
C 1.599868 1.958255 -0.957769 2.99 0.70 -0.07 -0.2470
H -2.004776 0.175367 -0.668541 2.36 0.46 0.64 0.2878
C 2.177647 1.019536 0.114711 0.04 1.01 1.46 0.4177
N -1.083851 -0.073475 -0.164384 -2.35 2.07 -2.11 -0.5714
H 2.078851 1.704269 -1.931868 -0.70 0.19 0.43 0.2675
H -1.628636 -1.185837 0.463254 2.03 1.33 -0.25 0.3597
C -0.035094 0.637934 -0.317562 1.21 -2.26 2.07 0.3339